38
Properties=species:S:1:pos:R:3 method="wB97M-V/def2-TZVPD" charge=0 homo_energy_ev=-8.301 largest_force_ev_per_a=2.7 smiles="C/C=C(/C)C(=O)O[C@H]1CN2CCC[C@H]2[C@H]1CO" lumo_energy_ev=0.74 relative_energy_kcal_mol=20.3
C -2.36417 1.34473 0.90737
H -4.90060 1.94318 2.35806
H -3.01903 0.54585 -1.71598
C -0.56924 -1.88954 1.01154
O -1.90448 0.12174 0.61188
C -0.88065 -0.45744 1.42176
C 1.49010 -0.87990 1.63548
H -4.15363 1.92567 -2.08138
H -0.72638 -0.08664 -1.04714
O 0.26248 0.06920 -1.10886
H 3.58657 -0.47128 1.08590
H 1.80912 -0.73251 2.66598
C 2.71435 -1.03079 0.73363
N 0.76489 -2.15901 1.55014
C 2.98628 -2.51394 0.78762
C -4.90353 2.85326 1.77626
H -0.57228 -2.01676 -0.06795
H -4.25074 3.59310 2.29136
H 1.59939 -4.14110 1.38141
H -5.94170 3.25676 1.81433
C -3.34743 1.92908 -0.07093
H -5.08719 3.06402 -0.44800
O -2.05003 1.98135 1.90632
C -4.45082 2.66392 0.33744
C 1.60971 -3.16910 0.86543
C -3.20901 1.62434 -1.54565
H 1.17583 -3.39577 -0.12074
H -1.19290 -0.45360 2.47040
H -2.39874 2.21876 -2.00896
H 0.15648 1.91996 -0.09052
C 0.51869 0.25858 1.32102
H 2.52759 -0.77606 -0.31551
C 0.69828 0.96011 -0.05312
H 1.73072 1.22882 -0.23384
H 0.58372 1.03395 2.10860
H 3.52793 -2.81217 -0.08297
H 3.54911 -2.79304 1.65592
H -1.31369 -2.56794 1.42689